Density functional theory data (ωB97M-V/def2-TZVPD) for a structure of composition C4H6N2 in a non-equilibrium geometry.

Geometry (Å):
1 N 1.508 0.523 0.216
2 C -0.444 -0.311 -0.278
3 H 2.548 -1.268 -0.298
4 H -0.067 1.843 -0.303
5 N 0.455 -1.272 -0.621
6 C 0.173 0.873 0.132
7 C 1.607 -0.738 -0.272
8 H -2.568 -0.763 -0.716
9 C -1.867 -0.286 0.024
10 H -2.143 -0.615 1.018
11 H 2.273 1.112 0.498
12 H -1.475 0.903 0.599

Results
max |F|	3.860	eV/Å
electronic energy	-265.41736	Ha
net charge	0
HOMO	-8.72	eV
ΔE to the lowest compared entry with this formula, charge and spin	74.2	kcal per mole
Kohn-Sham gap	9.59	eV